(1)
Computed, not measured: a single Cl2H2N2 molecule, with the ωB97M-V functional and the def2-TZVPD basis.

- expectation value of S² = 2.01
- highest occupied orbital energy (alpha / beta) (eV) = -6.24 / -9.35
- net charge = 0
- LUMO level (alpha / beta) (Ha) = 0.01389 / -0.11217
- energy relative to the best compared isomer or geometry (same formula, charge and spin) (kJ/mol) = 223.2
- spin multiplicity = 3
- E (Ha) = -1030.8059

XYZ file:
```
6
Cl2H2N2 the ωB97M-V functional and the def2-TZVPD basis
N -0.766 -0.471 -0.343
N 0.743 -0.507 0.382
Cl -1.447 1.060 0.097
Cl 1.713 0.831 -0.073
H -0.881 -0.564 -1.412
H 0.637 -0.349 1.349
```

Atomic partial charges in e from the natural (NBO) method, atoms 1 to 4:
1. N -0.412
2. N -0.493
3. Cl 0.116
4. Cl 0.091

***

(2)
Computed, not measured: 2 unconnected molecules or ions with the total composition Cl2H2NP, with the ωB97M-V functional and the def2-TZVPD basis.

- expectation value of S² = 2.01
- highest occupied orbital energy (alpha / beta) (eV) = -7.05 / -10.77
- net charge = 0
- LUMO level (alpha / beta) (Ha) = 0.03392 / -0.13703
- energy relative to the best compared isomer or geometry (same formula, charge and spin) (kJ/mol) = 3.3
- spin multiplicity = 3
- E (Ha) = -1317.6207

XYZ file:
```
6
Cl2H2NP the ωB97M-V functional and the def2-TZVPD basis
N -0.353 0.170 0.224
P -1.767 0.666 0.950
Cl -3.366 -1.451 -0.227
Cl -2.316 2.056 -0.298
H -0.014 -0.749 0.485
H 0.116 0.813 -0.385
```

Atomic partial charges in e from the natural (NBO) method, atoms 1 to 4:
1. N -1.131
2. P 0.717
3. Cl -0.147
4. Cl -0.270

***

(3)
Computed, not measured: a single Cl2H3N2P molecule, with the ωB97M-V functional and the def2-TZVPD basis.

- highest occupied orbital energy (eV) = -10.07
- net charge = 0
- LUMO level (Ha) = 0.01139
- energy relative to the best compared isomer or geometry (same formula, charge and spin) (kJ/mol) = 0.0
- E (Ha) = -1373.1118

XYZ file:
```
8
Cl2H3N2P the ωB97M-V functional and the def2-TZVPD basis
N 0.389 -0.057 -1.496
P -0.355 -0.059 -0.136
N 0.718 0.290 1.072
Cl -1.970 1.133 0.116
Cl -1.241 -1.948 0.492
H -0.055 0.258 -2.359
H 1.479 0.815 0.635
H 1.035 -0.431 1.676
```

Atomic partial charges in e from the natural (NBO) method, atoms 1 to 4:
1. N -1.266
2. P 1.770
3. N -1.176
4. Cl -0.239

***

(4)
Computed, not measured: a molecular structure, Cl2H4N3OP, with the ωB97M-V functional and the def2-TZVPD basis.

- highest occupied orbital energy (eV) = -10.04
- net charge = 0
- LUMO level (Ha) = -0.00010
- E (Ha) = -1503.6399

XYZ file:
```
11
Cl2H4N3OP the ωB97M-V functional and the def2-TZVPD basis
N -0.340 0.253 -1.261
N 0.131 -0.066 1.292
N -0.565 -2.274 -0.324
O -2.365 -0.063 0.331
P -0.979 -0.427 0.096
Cl -1.032 -3.261 1.070
Cl -1.717 -2.747 -1.519
H -0.860 -0.231 -2.089
H 0.713 0.026 -1.443
H -0.310 -0.301 2.161
H 0.841 -0.743 1.330
```

Atomic partial charges in e from the natural (NBO) method, atoms 1 to 4:
1. N -1.192
2. N -1.142
3. N -0.726
4. O -1.036

***

(5)
Computed, not measured: a single Cl2H4Si3 molecule, with the ωB97M-V functional and the def2-TZVPD basis.

- highest occupied orbital energy (alpha / beta) (eV) = -7.66 / -7.66
- net charge = 0
- LUMO level (alpha / beta) (Ha) = -0.04201 / -0.04202
- energy relative to the best compared isomer or geometry (same formula, charge and spin) (kJ/mol) = 236.4
- E (Ha) = -1791.1779

XYZ file:
```
9
Cl2H4Si3 the ωB97M-V functional and the def2-TZVPD basis
Si 1.318 -1.439 -1.284
Si -1.026 1.205 1.255
Si 0.579 0.433 -0.235
Cl 0.819 1.986 -1.734
Cl -1.769 -0.462 -0.015
H 2.735 -1.869 -0.642
H 0.980 -2.861 -0.999
H -2.388 2.101 0.965
H -1.249 0.906 2.689
```

Atomic partial charges in e from the natural (NBO) method, atoms 1 to 4:
1. Si 0.131
2. Si 0.549
3. Si 0.571
4. Cl -0.386

***

(6)
Computed, not measured: a single Cl2H4Si3 molecule, with the ωB97M-V functional and the def2-TZVPD basis.

- highest occupied orbital energy (eV) = -9.20
- net charge = 0
- LUMO level (Ha) = -0.08879
- energy relative to the best compared isomer or geometry (same formula, charge and spin) (kJ/mol) = 114.8
- E (Ha) = -1791.2242

XYZ file:
```
9
Cl2H4Si3 the ωB97M-V functional and the def2-TZVPD basis
Si 1.758 -0.084 -0.832
Si -1.850 0.203 0.842
Si -0.065 -1.290 0.213
Cl 3.224 -0.790 0.524
Cl -3.302 0.346 -0.647
H 2.093 -1.030 -1.965
H 2.600 1.286 -1.124
H -1.765 1.687 1.025
H -2.692 -0.330 1.965
```

Atomic partial charges in e from the natural (NBO) method, atoms 1 to 4:
1. Si 0.415
2. Si 0.473
3. Si 0.435
4. Cl -0.418

***

(7)
Computed, not measured: 2 unconnected molecules or ions with the total composition Cl2HN, with the ωB97M-V functional and the def2-TZVPD basis.

- highest occupied orbital energy (alpha / beta) (eV) = -10.18 / -10.16
- net charge = 0
- LUMO level (alpha / beta) (Ha) = -0.13351 / -0.13513
- energy relative to the best compared isomer or geometry (same formula, charge and spin) (kJ/mol) = 248.3
- E (Ha) = -975.5658

XYZ file:
```
4
Cl2HN the ωB97M-V functional and the def2-TZVPD basis
N 0.136 0.019 0.676
Cl -0.734 1.410 -1.505
Cl 1.395 -0.871 0.421
H -0.796 -0.558 0.407
```

Partial charges, natural (NBO), in e:
1. N -0.448
2. Cl -0.352
3. Cl 0.401
4. H 0.399

***

(8)
Computed, not measured: a molecular structure, Cl2HNO2S, with the ωB97M-V functional and the def2-TZVPD basis.

- expectation value of S² = 2.01
- highest occupied orbital energy (alpha / beta) (eV) = -6.40 / -11.14
- net charge = 0
- LUMO level (alpha / beta) (Ha) = -0.00874 / -0.14382
- energy relative to the best compared isomer or geometry (same formula, charge and spin) (kJ/mol) = 149.4
- spin multiplicity = 3
- E (Ha) = -1524.1293

XYZ file:
```
7
Cl2HNO2S the ωB97M-V functional and the def2-TZVPD basis
N -0.900 0.922 0.053
O -0.658 -1.294 1.202
O 1.305 0.142 1.126
S -0.044 -0.123 0.784
Cl 0.037 2.304 -0.339
Cl 0.607 -1.403 -1.246
H -0.347 -0.549 -1.580
```

Atomic partial charges in e from the natural (NBO) method, atoms 1 to 4:
1. N -0.879
2. O -0.826
3. O -0.823
4. S 2.266